Record 1
DFT (ωB97M-V with the def2-TZVPD basis set) results for a structure of composition C30H51Cl2N2OsPS.

The geometry in XYZ format:
```
88
Properties=species:S:1:pos:R:3:forces:R:3
P -0.23448 0.54699 -1.27140 0.3 -1.2 1.9
C -1.85298 0.02864 -2.00201 0.3 0.7 0.2
C -2.29808 0.90365 -3.17419 -0.3 -0.2 -0.2
C -3.73117 0.53841 -3.57818 0.0 0.0 0.1
C -3.92958 -0.96831 -3.80618 0.1 0.0 -0.2
C -3.34168 -1.85288 -2.69775 0.1 0.2 0.1
C -1.89861 -1.45705 -2.36083 -0.1 0.0 -0.1
C 1.16533 -0.07778 -2.30105 -0.5 0.5 0.1
C 1.02857 0.33370 -3.76082 0.5 -0.2 -0.3
C 2.33549 0.01106 -4.49638 0.0 0.1 0.0
C 2.77344 -1.45088 -4.31458 -0.1 -0.1 -0.1
C 2.75031 -1.93201 -2.85633 -0.1 0.2 0.1
C 1.42420 -1.58359 -2.17080 0.0 0.0 0.2
C -0.15311 2.39318 -1.30402 -0.1 -0.2 -0.6
C -1.26990 3.01176 -0.44971 -0.1 0.2 0.1
C -1.25464 4.54435 -0.57083 0.1 -0.2 -0.1
C 0.11336 5.14856 -0.23558 0.0 -0.1 0.1
C 1.26363 4.46033 -0.97843 -0.2 -0.2 -0.1
C 1.21678 2.92745 -0.86577 0.1 0.1 0.1
H -2.53392 0.18268 -1.14266 0.1 0.0 -0.3
H -1.61344 0.74737 -4.02070 -0.2 0.1 0.1
H -2.25338 1.97017 -2.91655 0.0 -0.2 -0.1
H -3.99699 1.09693 -4.48468 -0.1 -0.1 0.1
H -4.40710 0.87101 -2.77584 0.1 0.0 -0.1
H -5.00033 -1.17580 -3.90532 0.1 0.0 -0.1
H -3.46103 -1.24485 -4.76120 0.0 0.0 0.1
H -3.95257 -1.75461 -1.78805 0.1 0.0 -0.1
H -3.36851 -2.90684 -3.00122 -0.1 0.2 0.0
H -1.51526 -2.06619 -1.53049 -0.1 0.1 -0.3
H -1.25322 -1.64383 -3.23256 -0.2 0.0 0.1
H 2.03248 0.42803 -1.84348 -0.2 -0.1 -0.2
H 3.12040 0.67310 -4.10206 -0.1 -0.1 -0.1
H 0.79920 1.40534 -3.85746 0.0 -0.2 0.0
H 0.19608 -0.22350 -4.21772 0.2 0.1 0.1
H 2.20882 0.24119 -5.56171 0.2 -0.1 0.1
H 3.78194 -1.57759 -4.72341 -0.1 0.0 0.0
H 2.10610 -2.09392 -4.90501 0.1 0.1 0.0
H 2.91330 -3.01740 -2.81038 0.0 0.2 0.0
H 3.56833 -1.45435 -2.29650 -0.1 -0.1 -0.1
H 1.44436 -1.87069 -1.11218 0.1 0.1 -0.3
H 0.60534 -2.15370 -2.62754 0.2 0.1 0.0
H -0.30990 2.67062 -2.36295 0.0 0.2 0.3
H -2.26011 2.64247 -0.75273 0.2 0.0 0.1
H -1.14941 2.70143 0.59984 0.1 0.1 -0.3
H -1.51225 4.80224 -1.60808 0.0 0.0 0.1
H -2.03174 4.97431 0.07297 0.1 0.0 -0.1
H 0.28551 5.06912 0.84598 0.0 0.0 -0.1
H 0.10990 6.21623 -0.48041 0.0 -0.1 0.1
H 2.22981 4.82736 -0.61099 -0.2 0.0 -0.1
H 1.20220 4.71825 -2.04517 0.0 0.0 0.1
H 2.02165 2.50745 -1.48404 -0.2 0.0 0.1
H 1.42866 2.60552 0.16413 -0.1 0.1 -0.2
Os 0.00399 -0.54756 1.58183 0.4 3.6 -4.3
Cl 2.22036 0.15740 0.95172 0.7 0.4 0.1
Cl -2.21551 0.29543 1.49034 -1.0 0.7 0.2
C -0.49289 -2.16088 0.78785 -0.9 -3.4 -1.0
H -1.55158 -2.26902 0.47253 0.4 -0.1 0.6
C 0.26356 -3.42509 0.79728 -0.1 0.2 0.3
C 1.67028 -3.39399 0.90096 -0.2 -0.3 0.1
C 2.39827 -4.57972 0.96271 0.0 0.1 0.0
C 1.73849 -5.80784 0.94169 -0.4 -0.1 0.0
C 0.33245 -5.85070 0.85660 0.4 0.0 0.0
C -0.40034 -4.67733 0.78050 0.3 0.5 -0.1
H 2.16549 -2.42193 0.95699 0.0 -0.4 -0.1
H 3.49011 -4.53159 1.02981 -0.4 -0.1 0.0
H -0.18404 -6.80869 0.85124 0.1 0.1 0.0
H -1.49095 -4.67684 0.72718 0.3 -0.1 0.0
H 2.30559 -6.73850 0.99538 -0.2 0.3 0.0
C -2.14556 -0.04007 4.93955 -0.5 -0.2 0.0
N -0.89657 0.63194 5.27808 1.0 0.2 -0.2
C -0.96061 1.77233 6.18245 -0.3 0.0 0.2
C 0.25366 0.28636 4.69947 -0.1 0.0 0.4
S 0.26490 -1.05907 3.60962 0.4 -1.9 3.3
N 1.43246 0.81774 5.12089 -0.2 -0.3 0.3
C 1.74466 0.76831 6.55369 -0.1 0.4 0.2
C 2.61701 0.70102 4.26934 0.0 -0.1 -0.3
H -2.90703 0.32437 5.63214 0.1 -0.1 -0.1
H -2.04660 -1.12808 5.04431 0.0 0.3 0.0
H -2.44847 0.19210 3.90946 0.1 -0.1 0.3
H -0.75854 1.45963 7.21527 -0.1 0.2 -0.2
H -0.24761 2.54605 5.88320 -0.1 -0.2 0.0
H -1.97716 2.16731 6.13627 0.2 0.1 0.0
H 2.68951 0.23296 6.69314 -0.2 0.0 -0.1
H 1.86302 1.78888 6.93793 0.0 -0.2 0.2
H 0.95743 0.24773 7.11132 0.3 0.1 -0.1
H 2.91520 -0.34918 4.12788 -0.1 0.3 0.0
H 2.42388 1.14279 3.28594 0.1 -0.2 0.3
H 3.43130 1.24067 4.75846 -0.1 0.0 -0.1
```
Forces are in eV/Å.

Calculated values
- HOMO level (alpha / beta) (eV) = -5.6 / -7.3
- lowest unoccupied orbital energy (alpha / beta) (eV) = -0.252 / -0.237
- total energy (hartree) = -3033.763740
- frontier orbital gap (alpha / beta) (Ha) = 0.19674 / 0.26081
- spin multiplicity = 5

=====

Record 2
DFT (ωB97M-V with the def2-TZVPD basis set) results for a cluster of 9 separate species, C30H51F2IN2O9S3 in total.

The geometry in XYZ format:
```
98
Properties=species:S:1:pos:R:3:forces:R:3
C 1.44435 -3.78758 -1.47020 3.4 -1.1 4.4
C 2.88135 -3.20658 -1.85020 0.3 -3.3 1.7
O 3.92435 -3.62858 -1.35420 -2.8 2.0 -2.0
N 2.78335 -2.14258 -2.91520 1.0 -1.3 0.9
H 3.18135 -2.45758 -3.84420 -0.7 0.3 1.5
H 1.74035 -1.91958 -2.91620 -1.8 0.3 -1.0
C 3.42135 -0.88258 -2.46820 0.7 -7.6 8.1
H 0.76135 -3.81358 -2.17720 -2.7 0.1 -4.1
H 0.95035 -3.14658 -0.72820 0.5 0.2 0.0
H 1.38735 -4.84758 -0.99020 1.1 1.8 -0.8
H 2.83535 -0.34758 -1.79620 -0.9 0.2 1.9
H 3.35035 -0.38358 -3.18420 -0.1 8.1 -11.3
H 4.39235 -1.13258 -2.17420 1.4 0.2 0.7
C -0.02565 0.47742 0.30980 -1.7 -4.5 -4.4
C -1.21065 0.33542 -0.61820 -2.3 -3.0 1.1
O -2.16965 -0.32458 -0.21120 1.7 2.2 -1.7
N -1.13965 0.64242 -2.11120 -0.4 0.2 1.9
H -0.28665 1.23242 -2.37320 -1.3 1.5 0.1
H -0.60465 -0.18458 -2.44120 0.2 -2.4 -0.7
C -2.44265 0.76942 -2.84220 -4.3 1.8 1.3
H -0.29665 0.22942 1.23180 -1.4 -0.9 3.7
H 0.34735 1.34242 0.23480 3.1 6.9 -0.4
H 0.72635 -0.22458 -0.02620 0.3 -0.4 -0.3
H -3.13865 1.73842 -2.63720 2.7 -1.7 -0.1
H -3.38265 0.05942 -2.74420 2.9 0.1 0.7
H -2.26565 0.78042 -3.86620 0.8 0.1 -1.7
I 1.20735 3.23942 -2.92020 -0.1 -0.4 0.3
O 0.27635 -1.45658 -2.88820 0.3 0.0 0.0
H -0.34065 -2.18358 -3.04920 0.1 0.3 0.1
F -3.65965 2.88042 -0.81320 -1.3 -0.6 2.5
C -3.95765 2.42842 0.53380 2.8 0.9 -0.5
C -3.09265 2.92142 1.55580 -1.8 -3.5 0.2
C -3.10265 2.10742 2.73580 -0.5 1.9 -1.0
C -3.88565 1.01342 2.94780 -0.3 -1.0 -0.9
C -4.81465 0.68842 1.96580 -2.2 -2.3 0.7
C -4.82665 1.36942 0.75180 -1.6 -0.1 -1.8
H -2.31265 3.62642 1.48780 0.2 1.1 -0.5
H -2.67065 2.45142 3.62680 1.6 0.6 0.7
H -3.62765 0.35542 3.77980 -0.7 0.4 0.1
H -5.63665 -0.17758 2.22380 2.3 2.2 -1.1
H -5.54865 1.08542 -0.10420 1.3 0.4 1.6
F -0.05265 -1.95958 1.92280 -0.1 0.5 -1.3
C -0.33265 -2.52058 3.07080 1.9 -2.4 3.0
C 0.66635 -3.38558 3.64880 -3.5 1.5 1.1
C 0.40735 -3.90558 4.93880 1.7 -0.6 -2.1
C -0.77365 -3.65258 5.57380 -1.1 -0.7 2.4
C -1.77365 -2.86758 5.01680 -0.1 -0.2 -0.2
C -1.49165 -2.30558 3.75580 -3.9 3.0 -1.6
H 1.46635 -3.56458 3.02380 2.0 -0.6 -0.7
H 1.11535 -4.64358 5.35680 -0.4 0.7 -0.1
H -0.91565 -4.15558 6.58480 0.0 0.8 -1.4
H -2.75765 -2.79258 5.55680 1.2 0.3 -0.9
H -2.30065 -1.54058 3.15980 2.2 -2.3 1.9
C -2.12165 -1.74158 -7.04620 -1.0 1.5 0.8
C -2.39165 -3.10458 -6.46020 6.3 0.5 1.0
C -3.76465 -3.32058 -6.47720 -3.8 -2.5 0.6
S -4.64865 -1.86758 -6.32520 -2.0 2.3 1.4
O -5.01265 -1.75058 -4.89720 0.0 0.0 -1.8
O -5.65465 -1.69558 -7.39220 1.4 -0.5 1.6
C -3.25065 -0.78958 -6.59820 0.9 -1.5 3.5
H -2.40665 -1.72458 -8.03220 0.1 -0.8 -3.0
H -1.12765 -1.32558 -7.01320 0.3 0.0 0.5
H -1.88165 -3.13058 -5.46220 -0.9 0.0 -0.4
H -1.80365 -3.83958 -7.03320 -0.4 0.0 0.1
H -4.15565 -3.92558 -5.66320 0.0 -0.4 -0.1
H -4.10565 -3.68158 -7.40520 -0.4 -1.0 -1.2
H -3.12465 -0.31158 -5.60320 0.1 0.0 -0.9
H -3.58965 -0.18658 -7.33520 -0.6 2.5 -2.1
C 3.82035 1.16542 3.57180 -1.7 -4.2 1.9
C 4.77935 -0.07858 3.93380 -0.5 3.4 5.0
C 5.32735 -0.59458 2.76480 1.9 -0.6 -2.3
S 4.01535 -0.60458 1.62680 -1.0 2.9 1.6
O 3.22835 -1.74358 1.72580 -2.1 -3.7 0.8
O 4.45435 -0.22158 0.37480 2.0 1.0 -4.4
C 3.05535 0.77942 2.31780 12.0 5.6 -2.7
H 4.36235 2.00542 3.45080 1.8 2.9 -0.4
H 3.10835 1.27442 4.40580 0.4 0.2 -0.2
H 4.18535 -0.85158 4.27180 -1.8 -1.4 1.6
H 5.54735 0.13342 4.81580 -1.5 -0.2 -2.0
H 5.84535 -1.51558 2.85480 0.0 -1.2 0.0
H 6.03935 0.08842 2.44080 1.4 1.3 -1.4
H 2.19435 0.53742 2.34780 -11.2 -3.4 1.2
H 3.07535 1.73842 1.55980 0.2 -2.6 1.5
C 2.39735 5.50342 3.13080 -2.9 1.3 -0.3
C 2.24335 4.99642 1.69680 5.3 -0.8 -0.4
C 0.91535 4.84942 1.34080 -6.8 0.4 -0.8
S 0.22935 4.00242 2.78680 2.2 4.0 0.3
O 0.23935 2.62442 2.70480 0.1 -4.7 -0.7
O -0.92665 4.67942 3.18780 -3.1 1.2 0.8
C 1.51235 4.55142 3.91580 2.3 -1.8 3.9
H 1.99235 6.52842 3.27980 -0.3 -0.4 -0.8
H 3.38735 5.71442 3.37380 1.9 -0.8 0.9
H 2.87335 4.06242 1.43180 -0.8 1.3 0.8
H 2.56335 5.74742 1.05580 1.5 1.3 -1.3
H 0.46735 4.39642 0.44080 1.3 -0.7 0.0
H 0.37635 5.85842 1.19380 0.7 -1.2 1.1
H 2.27935 3.73842 4.29780 -1.9 0.7 -1.2
H 1.02335 4.79842 4.96380 0.7 0.3 -2.5
```
Forces are in eV/Å.

Calculated values
- energy above the lowest of the compared OMol25 structures with the same formula, charge and spin (kcal per mole) = 0.0
- HOMO level (eV) = -7.1
- lowest unoccupied orbital energy (eV) = -0.186
- total energy (hartree) = -3651.901752
- frontier orbital gap (Ha) = 0.25436

=====

- Among the records above, which one has the lowest total energy?
  C30H51F2IN2O9S3

=====

- Among the records above, which one has the lowest total energy?
  C30H51F2IN2O9S3

=====

- Which value of total energy does entry 2 give?
  -3651.901752 hartree

=====

- Among the records above, which one has the highest total energy?
  C30H51Cl2N2OsPS